{
  "formula": "C18H28ClFN2O",
  "method": "ωB97M-V/def2-TZVPD",
  "symbols": ["C", "C", "C", "C", "C", "N", "C", "C", "N", "C", "C", "C", "F", "C", "C", "C", "C", "Cl", "C", "C", "C", "C", "O", "H", "H", "H", "H", "H", "H", "H", "H", "H", "H", "H", "H", "H", "H", "H", "H", "H", "H", "H", "H", "H", "H", "H", "H", "H", "H", "H", "H"],
  "positions_angstrom": [[-4.328530, -2.768481, 0.820808], [-4.312020, -1.658205, -0.227532], [-5.718016, -1.084614, -0.396231], [-3.335831, -0.537947, 0.144765], [-1.868291, -0.975128, 0.135870], [-1.006858, 0.167282, 0.393292], [0.156301, -0.102088, 1.212593], [1.307401, -0.749037, 0.436835], [1.665956, 0.116924, -0.670520], [2.852882, -0.342850, -1.375028], [4.065409, -0.162422, -0.505301], [4.516394, 1.124432, -0.222445], [3.876972, 2.166508, -0.783451], [5.601497, 1.381410, 0.593096], [6.275869, 0.313881, 1.159582], [5.864920, -0.981162, 0.904609], [4.769576, -1.208171, 0.083894], [4.292580, -2.846207, -0.197212], [0.530760, 0.275048, -1.556157], [-0.647003, 0.917380, -0.799950], [-0.315790, 2.375223, -0.458859], [-1.426232, 3.036288, 0.356417], [-1.082400, 4.330304, 0.794544], [-3.362799, -3.262242, 0.887084], [-4.576775, -2.360509, 1.798220], [-5.073156, -3.518744, 0.563478], [-3.996484, -2.088750, -1.185566], [-5.731669, -0.315044, -1.164701], [-6.058562, -0.642441, 0.537431], [-6.418906, -1.865889, -0.681833], [-3.457345, 0.284713, -0.562348], [-3.577301, -0.151744, 1.136000], [-1.643882, -1.467835, -0.823146], [-1.708209, -1.708137, 0.927895], [0.506679, 0.848364, 1.621423], [-0.137866, -0.741495, 2.047056], [1.007767, -1.753295, 0.080821], [2.171343, -0.861883, 1.095444], [2.968143, 0.281213, -2.266317], [2.765997, -1.394340, -1.694973], [5.902436, 2.400920, 0.772772], [7.124987, 0.490883, 1.800543], [6.385146, -1.819242, 1.340444], [0.213446, -0.698566, -1.977205], [0.820458, 0.922916, -2.386525], [-1.519766, 0.913912, -1.462357], [-0.173204, 2.924833, -1.393591], [0.621401, 2.419177, 0.095088], [-1.619104, 2.455128, 1.259062], [-2.352700, 3.067463, -0.237261], [-0.815611, 4.852268, 0.029451]],
  "atomic_forces_ev_per_a": [[0.099, 0.085, -0.299], [-0.129, 0.208, 0.157], [0.249, -0.155, -0.118], [0.157, -0.460, -0.249], [-0.347, 0.189, 0.028], [-0.009, -0.105, 0.118], [0.275, -0.179, -0.016], [-0.184, 0.099, 0.279], [0.059, -0.036, -0.047], [-0.082, 0.085, -0.043], [-0.027, 0.015, -0.081], [0.200, -0.169, 0.121], [0.028, -0.082, 0.001], [-0.163, 0.109, -0.112], [-0.110, -0.062, -0.079], [0.029, -0.105, 0.048], [0.163, 0.386, 0.037], [-0.049, -0.275, 0.001], [-0.298, 0.024, -0.030], [0.171, 0.263, -0.323], [-0.383, -0.073, 0.239], [0.060, -0.386, -0.201], [0.178, 0.502, 0.009], [0.094, -0.111, 0.085], [-0.040, 0.042, 0.163], [-0.060, -0.112, 0.029], [0.004, 0.016, 0.005], [-0.054, 0.110, -0.070], [-0.081, 0.073, 0.128], [-0.134, -0.047, -0.017], [-0.020, 0.107, -0.015], [-0.034, 0.078, 0.077], [0.028, -0.067, 0.059], [0.050, -0.055, -0.052], [0.088, -0.041, 0.101], [0.002, 0.058, 0.008], [0.053, 0.009, 0.013], [-0.028, -0.067, 0.002], [-0.015, -0.094, 0.025], [0.009, 0.178, -0.021], [0.008, 0.117, -0.003], [0.082, 0.020, 0.059], [0.025, -0.081, 0.025], [0.046, 0.042, -0.012], [-0.015, -0.030, -0.040], [0.045, -0.024, 0.009], [0.063, 0.028, -0.038], [0.046, 0.077, -0.010], [-0.038, 0.018, -0.126], [0.020, -0.100, 0.085], [-0.032, -0.020, 0.091]],
  "total_energy_ha": -1447.48320,
  "de_lowest_kcal_mol": 0.57,
  "smiles": "CC(C)CCN1CCN(Cc2c(F)cccc2Cl)C[C@@H]1CCO",
  "gap_ha": 0.32484,
  "total_charge": 0,
  "multiplicity": 1,
  "homo_energy_ev": -8.08
}

***

{
  "formula": "C18H28CuN8O9P2S",
  "method": "ωB97M-V/def2-TZVPD",
  "symbols": ["Cu", "C", "C", "O", "P", "O", "O", "O", "P", "O", "O", "O", "H", "H", "H", "H", "H", "H", "H", "N", "C", "C", "C", "C", "C", "C", "S", "O", "O", "N", "C", "N", "C", "C", "C", "N", "H", "H", "H", "H", "H", "H", "H", "H", "H", "C", "N", "C", "N", "C", "N", "C", "N", "C", "C", "H", "H", "H", "H", "H", "H", "H", "H", "H", "H", "H", "H"],
  "positions_angstrom": [[-0.756274, 0.262285, -0.947222], [3.746538, 1.036952, -0.617949], [3.068611, -0.151757, -1.290066], [4.076221, -1.026287, -1.840091], [2.022378, 0.452783, -2.714139], [2.455990, 1.948033, -3.011307], [2.654435, -0.303459, -3.953271], [0.554906, 0.335184, -2.592876], [2.133871, -1.186989, -0.066202], [3.074521, -1.144918, 1.254393], [2.209972, -2.571113, -0.622091], [0.839517, -0.520728, 0.288891], [4.375532, 1.567824, -1.331045], [4.372464, 0.666467, 0.193102], [3.012104, 1.742572, -0.228592], [3.779458, -1.918690, -1.574826], [1.999854, 2.562266, -2.392327], [3.273965, -0.975574, -3.631655], [2.832399, -0.392363, 1.802854], [2.413278, 2.939371, 5.410118], [1.962366, 3.124177, 4.097203], [1.790388, 4.407738, 3.583175], [1.295050, 4.590387, 2.302225], [0.978356, 3.492936, 1.518240], [1.132253, 2.208714, 2.023128], [1.617283, 2.027591, 3.307192], [0.406994, 3.731473, -0.142166], [-0.132566, 5.065817, -0.208760], [1.547274, 3.459080, -1.010336], [-0.607866, 2.549951, -0.419317], [-1.799424, 2.431731, 0.185657], [-2.291615, 3.310526, 1.075801], [-3.500165, 3.065035, 1.550796], [-4.264483, 1.968003, 1.181723], [-3.656671, 1.084985, 0.303187], [-2.445991, 1.282900, -0.184517], [2.990592, 3.688786, 5.758383], [2.836903, 2.039953, 5.578431], [2.033331, 5.267291, 4.197573], [1.139720, 5.583610, 1.903711], [0.860485, 1.350210, 1.417307], [1.711640, 1.025186, 3.712169], [-3.881030, 3.782467, 2.272763], [-5.254882, 1.793842, 1.574486], [-4.159648, 0.177291, -0.012733], [-2.992710, -2.209372, -1.639247], [-1.624573, -1.995865, -1.167362], [-1.482954, -2.639650, 0.147558], [-1.781704, -4.073301, 0.085909], [-3.143427, -4.234820, -0.415917], [-3.336703, -3.631663, -1.739523], [-2.378372, -4.262104, -2.655420], [-0.996548, -4.099379, -2.218587], [-0.707826, -2.665652, -2.110737], [-0.857577, -4.680564, -0.880609], [-3.104540, -1.741669, -2.619959], [-3.686248, -1.734110, -0.942188], [-2.174625, -2.158607, 0.844824], [-0.465200, -2.486495, 0.499181], [-3.837835, -3.768159, 0.287798], [-3.376046, -5.301133, -0.481196], [-2.492591, -3.814241, -3.645615], [-2.610902, -5.328536, -2.723693], [-0.816874, -2.194550, -3.089423], [0.315236, -2.537276, -1.761968], [0.166051, -4.521197, -0.538171], [-1.062066, -5.753196, -0.936671]],
  "atomic_forces_ev_per_a": [[-0.154, -0.338, -0.118], [0.139, -0.092, -0.010], [-0.009, 0.025, 0.052], [-0.024, -0.060, -0.061], [0.214, 0.724, -0.010], [0.041, -0.426, -0.083], [-0.277, -0.112, -0.202], [-0.081, -0.489, -0.046], [-0.112, 0.084, -0.109], [0.076, -0.113, 0.015], [0.026, 0.042, 0.045], [-0.034, -0.031, 0.105], [-0.032, 0.022, -0.031], [0.001, 0.021, -0.001], [-0.004, -0.008, -0.004], [0.014, -0.075, -0.026], [-0.072, 0.238, 0.167], [0.269, 0.009, 0.157], [-0.044, 0.108, 0.061], [0.019, -0.010, 0.035], [0.011, -0.015, 0.005], [-0.019, 0.016, -0.033], [0.008, -0.019, 0.011], [0.064, 0.008, 0.034], [-0.028, -0.026, 0.005], [-0.005, 0.014, -0.024], [-0.227, -0.066, -0.008], [0.063, -0.005, -0.084], [0.057, 0.172, 0.106], [-0.002, 0.127, 0.057], [0.024, 0.037, -0.074], [0.022, 0.063, 0.008], [-0.068, -0.032, 0.019], [0.018, 0.031, 0.002], [0.002, -0.042, 0.007], [0.073, 0.097, 0.136], [-0.010, -0.012, -0.009], [-0.007, 0.022, -0.010], [0.002, 0.003, 0.011], [0.001, 0.015, -0.008], [0.013, -0.007, -0.006], [-0.001, -0.009, 0.015], [0.010, 0.009, 0.001], [0.001, 0.006, 0.000], [0.003, -0.015, 0.009], [-0.015, 0.056, 0.012], [0.095, 0.106, -0.066], [0.002, 0.010, 0.019], [-0.020, -0.011, 0.006], [-0.016, -0.010, 0.009], [-0.012, -0.009, 0.001], [0.009, -0.007, -0.029], [-0.027, -0.010, -0.007], [0.034, 0.040, -0.045], [0.038, -0.021, -0.001], [-0.004, -0.007, 0.002], [-0.004, 0.000, 0.000], [0.006, 0.003, 0.012], [-0.015, -0.017, -0.007], [-0.001, 0.002, -0.001], [0.000, 0.001, -0.002], [0.000, -0.001, 0.004], [-0.001, 0.004, 0.002], [0.013, 0.001, 0.001], [-0.041, -0.010, -0.023], [-0.005, -0.005, -0.003], [0.001, -0.006, 0.005]],
  "total_energy_ha": -4539.67504,
  "de_lowest_kcal_mol": 0.00,
  "gap_ha": 0.26070,
  "total_charge": -1,
  "multiplicity": 1,
  "homo_energy_ev": -4.45
}

***

- Number 2 is which compound?
  C18H28CuN8O9P2S

***

- Which formula does entry 1 have?
  C18H28ClFN2O